Entry 1:
C53H43AlBr2OP3 | ωB97M-V/def2-TZVPD

* orbital gap: 8.22 eV
* total energy: -232256.4037 eV
* 2S+1: 1
* total charge: +1

Each line ends with the Mulliken charge.
Positions of all 103 atoms, in Å:
Al (-0.50995, -0.81096, 0.55854)  -0.468
Br (-1.31614, 0.39004, -1.91687)  0.105
C (-3.11448, -0.14732, -1.62615)  0.771
C (-4.04828, 0.27501, -2.51448)  -0.968
C (-5.38443, -0.15666, -2.35140)  -0.756
C (-5.69966, -1.02045, -1.34771)  -0.989
C (-4.70846, -1.49119, -0.44464)  0.798
C (-5.02267, -2.47404, 0.52515)  -0.825
C (-4.05328, -2.97044, 1.33986)  -1.333
C (-2.73641, -2.45296, 1.27491)  -0.683
C (-2.36409, -1.47385, 0.38187)  2.040
C (-3.37070, -1.01867, -0.53176)  -0.086
H (-3.77750, 0.91908, -3.34212)  0.526
H (-6.14237, 0.18563, -3.04704)  0.465
H (-6.71602, -1.38386, -1.23720)  0.411
H (-6.04412, -2.83368, 0.59237)  0.410
H (-4.29150, -3.74286, 2.06287)  0.440
H (-2.01238, -2.83099, 1.98672)  0.310
C (0.85631, 3.03344, 0.08675)  -1.683
P (0.67929, 1.40755, 0.95868)  0.714
C (0.13783, 1.97239, 2.60094)  0.390
C (0.99131, 2.65629, 3.46488)  -0.390
C (0.50147, 3.18728, 4.65013)  -0.804
C (-0.84459, 3.05269, 4.96897)  -0.694
C (-1.70231, 2.38563, 4.10420)  -0.741
C (-1.21202, 1.84638, 2.92315)  -0.491
C (2.40856, 0.84084, 1.05755)  0.433
C (2.98696, 0.38742, 2.23764)  -0.101
C (4.27770, -0.12760, 2.23060)  -1.127
C (4.99337, -0.20821, 1.04566)  -0.641
C (4.41569, 0.22749, -0.14196)  -0.866
C (3.12862, 0.74455, -0.13828)  -0.335
P (-0.25876, 3.58219, -1.29337)  0.120
C (-1.83129, 3.83717, -0.39118)  0.395
C (-3.01815, 3.52928, -1.04961)  -0.319
C (-4.24979, 3.77541, -0.44886)  -0.679
C (-4.30032, 4.31813, 0.82688)  -0.662
C (-3.11978, 4.62851, 1.49486)  -0.652
C (-1.89520, 4.39782, 0.88523)  -0.238
C (0.29417, 5.34223, -1.42649)  0.697
C (1.62562, 5.73108, -1.28337)  -0.350
C (1.99615, 7.06641, -1.41193)  -0.661
C (1.04272, 8.03164, -1.69996)  -0.497
C (-0.28167, 7.65220, -1.87908)  -0.618
C (-0.65055, 6.32169, -1.74469)  -0.446
H (1.85677, 3.02158, -0.33705)  0.831
H (0.84997, 3.78229, 0.87294)  0.819
H (2.04055, 2.77549, 3.21410)  0.519
H (1.17073, 3.70685, 5.32610)  0.455
H (-1.22473, 3.47340, 5.89295)  0.418
H (-2.75230, 2.27965, 4.35043)  0.502
H (-1.89033, 1.32115, 2.25864)  0.275
H (2.42842, 0.42801, 3.16368)  0.500
H (4.72413, -0.46320, 3.15992)  0.484
H (5.99927, -0.61176, 1.04418)  0.415
H (4.96929, 0.16774, -1.07107)  0.472
H (2.68414, 1.06444, -1.07743)  0.313
H (-2.97330, 3.10683, -2.04870)  0.533
H (-5.16846, 3.54310, -0.97569)  0.450
H (-5.25766, 4.50718, 1.29963)  0.413
H (-3.15348, 5.06157, 2.48861)  0.477
H (-0.98580, 4.67715, 1.40791)  0.397
H (2.40190, 4.99992, -1.08750)  0.271
H (3.03578, 7.34711, -1.28972)  0.398
H (1.32854, 9.07304, -1.78370)  0.379
H (-1.03285, 8.39471, -2.12439)  0.401
H (-1.68981, 6.04565, -1.88362)  0.324
Br (0.11171, -1.40545, 2.73850)  -0.453
O (0.60607, -1.77664, -0.48260)  0.917
P (1.21252, -3.16053, -0.73014)  2.113
C (2.72640, -2.95483, -1.64749)  0.851
C (3.76077, -3.88924, -1.55513)  -0.550
C (4.89471, -3.73784, -2.34075)  -0.754
C (4.99833, -2.65962, -3.21290)  -0.534
C (3.96745, -1.73478, -3.30891)  -0.769
C (2.83195, -1.88034, -2.52739)  -0.555
C (0.07729, -4.11083, -1.72914)  -0.100
C (-1.16238, -3.57879, -2.06877)  0.161
C (-2.04413, -4.32291, -2.84263)  -0.726
C (-1.68893, -5.58976, -3.27611)  -0.589
C (-0.44603, -6.12309, -2.94820)  -0.762
C (0.44025, -5.38661, -2.17844)  -0.461
C (1.57779, -4.04901, 0.76594)  0.294
C (2.66037, -3.62200, 1.54479)  -0.168
C (2.93865, -4.25890, 2.74087)  -0.753
C (2.13979, -5.31662, 3.16483)  -0.657
C (1.06264, -5.73784, 2.39858)  -0.747
C (0.77789, -5.10659, 1.19425)  -0.627
H (3.69090, -4.72577, -0.87031)  0.466
H (5.69761, -4.46103, -2.27096)  0.456
H (5.88952, -2.53809, -3.81746)  0.421
H (4.04555, -0.90202, -3.99865)  0.457
H (2.02337, -1.16154, -2.60066)  0.278
H (-1.43704, -2.59121, -1.73060)  -0.017
H (-3.00972, -3.90774, -3.10364)  0.531
H (-2.37974, -6.16690, -3.88038)  0.409
H (-0.17069, -7.11180, -3.29318)  0.426
H (1.41223, -5.80248, -1.93289)  0.411
H (3.26968, -2.78353, 1.22118)  0.327
H (3.77330, -3.92950, 3.34851)  0.471
H (2.35717, -5.81203, 4.10419)  0.408
H (0.44435, -6.55940, 2.73544)  0.456
H (-0.06924, -5.42843, 0.59981)  0.399

***

Entry 2:
C12H33ClIN2P2STm | ωB97M-V/def2-TZVPD

* orbital gap (spin up / spin down): 4.75 / 4.80 eV
* total energy: -95510.9861 eV
* 2S+1: 3
* total charge: +2
* expectation value of S²: 2.002

Each line ends with the Löwdin spin population.
Positions of all 53 atoms, in Å:
C (-1.67115, -0.61359, 0.72903)  0.000
I (1.00219, -0.86788, 0.99723)  -0.001
H (-1.42204, -0.64789, -0.33981)  0.000
H (-2.77032, -0.63262, 0.79158)  0.000
H (-1.32940, -1.50303, 1.28474)  0.000
Tm (1.86428, -0.28677, -3.89789)  2.015
P (0.89186, 2.15283, -3.20480)  -0.003
C (0.48603, 2.59035, -1.48885)  0.000
C (2.16923, 3.39677, -3.63341)  0.000
H (1.67403, 4.36386, -3.80583)  0.000
H (-0.35414, 3.79746, -4.47043)  0.000
H (2.69847, 3.08463, -4.54537)  0.000
H (-0.61638, 2.13481, -5.09153)  0.000
H (0.96160, 1.87485, -0.80371)  0.000
H (2.88820, 3.48424, -2.80702)  0.000
C (-0.52317, 2.74859, -4.18731)  -0.001
H (0.84642, 3.60717, -1.27245)  0.000
H (-1.43673, 2.66962, -3.58781)  0.000
H (-0.60040, 2.53730, -1.33875)  0.000
P (0.14870, -2.16711, -3.29583)  -0.003
C (-0.47313, -3.08226, -1.85325)  -0.001
C (-0.71164, -2.99536, -4.67853)  0.000
H (2.62342, -2.29758, -4.20120)  0.000
H (1.75135, -3.80802, -3.96355)  0.000
H (2.38539, -2.96473, -2.50957)  0.000
C (1.90821, -2.83793, -3.48696)  0.000
H (-0.56016, -2.42768, -5.60528)  0.000
H (-0.33445, -4.02035, -4.79819)  0.000
H (-0.28135, -4.16011, -1.96442)  0.000
H (-1.55606, -2.90908, -1.77205)  0.000
H (-1.78401, -3.02200, -4.44161)  0.000
H (0.00798, -2.70586, -0.93569)  0.000
Cl (1.18757, -0.23552, -6.20471)  -0.006
C (1.30483, 2.32633, 5.56267)  0.000
C (-0.05834, 1.86587, 5.08137)  0.000
N (0.04230, 1.42832, 3.67313)  0.000
C (-0.94191, 0.73800, 3.07015)  0.000
S (-1.29669, 1.12048, 1.41235)  0.000
N (-1.56671, -0.25402, 3.72980)  0.000
C (-0.76287, -1.26547, 4.46070)  0.000
C (-1.67789, -2.38347, 4.91760)  0.000
H (2.09282, 1.60655, 5.31973)  0.000
H (1.28085, 2.45091, 6.64814)  0.000
H (1.56353, 3.29424, 5.12098)  0.000
H (-0.44155, 1.04238, 5.68761)  0.000
H (-0.77763, 2.69821, 5.13929)  0.000
H (0.51350, 2.10267, 3.06405)  0.000
H (-2.39344, -0.62473, 3.25718)  0.000
H (0.04493, -1.63324, 3.80225)  0.000
H (-0.30030, -0.76610, 5.31570)  0.000
H (-2.08992, -2.93517, 4.06685)  0.000
H (-1.10307, -3.07867, 5.53511)  0.000
H (-2.50284, -1.99014, 5.51854)  0.000

***

Entry 3:
C5H8O | ωB97M-V/def2-TZVPD

* energy above the lowest of the compared OMol25 structures with the same formula, charge and spin: 261.2 kJ/mol
* orbital gap: 9.80 eV
* total energy: -7359.5477 eV
* 2S+1: 1

Each line ends with the Mulliken charge.
Positions of all 14 atoms, in Å:
C (1.61780, -0.29957, 0.44717)  -1.277
C (0.62773, 0.53359, -0.31289)  0.275
C (-0.60048, -0.00012, -0.95953)  -0.384
C (-1.34910, -0.85499, 0.01567)  -0.484
O (-1.37249, 0.24221, 1.10538)  -0.436
C (-0.63402, 1.05925, 0.24685)  -0.231
H (1.12982, -0.91342, 1.21047)  0.305
H (2.32755, 0.35946, 0.95522)  0.350
H (2.16877, -0.95177, -0.23585)  0.288
H (1.06865, 1.30836, -0.93478)  0.393
H (-0.94488, 0.20131, -1.97014)  0.342
H (-0.85728, -1.71479, 0.47671)  0.234
H (-2.36419, -1.08801, -0.31782)  0.273
H (-0.81935, 2.13463, 0.28504)  0.353

***

Entry 4:
C7H17FInO2Tl | ωB97M-V/def2-TZVPD

* orbital gap: 3.08 eV
* total energy: -24192.5245 eV
* 2S+1: 1
* total charge: +2

Each line ends with the Mulliken charge.
Positions of all 29 atoms, in Å:
C (-3.15047, -1.65729, 1.16056)  -0.587
O (-2.20109, -2.58128, 0.69181)  -0.276
C (-0.91227, -2.45389, 1.13249)  -0.518
C (0.08242, -2.18594, -0.03696)  -0.758
C (-0.30485, -0.88118, -0.71027)  -0.416
C (0.87098, -0.43173, -1.59323)  -0.710
C (0.66436, 1.03523, -1.96574)  -0.519
C (1.63321, 1.99653, -1.50700)  -1.153
In (1.39779, 2.63372, 0.73061)  1.273
O (0.92718, 1.10159, 1.90367)  -0.741
F (3.25842, 3.21094, 1.29907)  -0.647
H (-3.04695, -0.71480, 0.61940)  0.252
H (-4.12968, -2.05316, 0.94044)  0.286
H (-3.05509, -1.49868, 2.22881)  0.341
H (-0.81848, -1.65435, 1.86194)  0.381
H (-0.58757, -3.39539, 1.58206)  0.359
H (1.05923, -2.11702, 0.42530)  0.412
H (0.05008, -3.00952, -0.73700)  0.402
H (-1.22937, -0.99367, -1.26302)  0.356
H (-0.50314, -0.14003, 0.05753)  0.290
H (0.83769, -1.03993, -2.48884)  0.422
H (1.82009, -0.57962, -1.09404)  0.502
H (0.67349, 1.04975, -3.07860)  0.469
H (-0.34733, 1.37930, -1.70224)  0.463
H (1.52649, 2.96279, -1.99440)  0.503
H (2.65297, 1.61241, -1.51844)  0.515
H (0.33526, 4.00564, 0.81280)  -0.048
H (-0.00578, 1.13747, 2.11644)  0.313
Tl (2.50241, 5.26210, 2.12687)  0.833

***

Entry 5:
BF4Sn | ωB97M-V/def2-TZVPD

* energy above the lowest of the compared OMol25 structures with the same formula, charge and spin: 115.3 kJ/mol
* orbital gap: 7.53 eV
* total energy: -17373.0064 eV
* 2S+1: 1
* total charge: +1

Each line ends with the Mulliken charge.
Positions of all 6 atoms, in Å:
Sn (-2.43900, -0.25959, 0.44665)  1.654
B (0.50037, 0.06706, -0.09589)  0.627
F (0.18863, 0.31037, 1.25105)  -0.323
F (0.23732, -1.31857, -0.30896)  -0.339
F (-0.28384, 0.90438, -0.90805)  -0.336
F (1.79653, 0.29636, -0.38480)  -0.283